ORCA calculation (the ωB97M-V functional and the def2-TZVPD basis) on 2 unconnected molecules or ions with the total composition C4H15N4.

```
23
C4H15N4 (the ωB97M-V functional and the def2-TZVPD basis)
C 2.4989 -0.9246 -0.5205
C 1.0196 -0.6234 -0.6971
N 0.7653 0.0660 -1.9731
C -0.5666 0.6889 -1.9050
H 2.6507 -1.4633 0.4288
H 3.0936 0.0418 -0.4930
H 2.9098 -1.5386 -1.3264
H 0.7212 0.0658 0.1062
H 0.3735 -1.5440 -0.5435
H 0.8249 -0.5838 -2.7358
H -0.9345 0.8967 -2.9107
H -1.2839 0.0976 -1.3582
H -0.4350 1.6418 -1.3930
N -0.1766 0.8607 2.0822
C -1.1135 0.1791 1.2803
N -1.9925 1.4368 0.3449
N -0.9828 -1.2157 1.5641
H -0.6637 1.3810 2.7889
H 0.2951 0.0597 2.4762
H -2.7915 1.6113 0.9881
H -1.2015 1.9776 0.6713
H -1.5815 -1.4179 2.3596
H -1.4291 -1.6936 0.7657
```

Summary:
Spin multiplicity ... 1
HOMO energy ... -12.1 eV
E_LUMO ... -6.079 eV
Relative energy (zero: lowest compared OMol25 entry of this formula, charge and spin) ... 585.8 kJ/mol
Charge ... +1
Frontier orbital gap ... 0.222 Ha
Electronic energy ... -10340.7098 eV